Molecular formula: C35H80Cl4N6
Method: DFT, ωB97M-V/def2-TZVPD

XYZ file:
```
125
Properties=species:S:1:pos:R:3:forces:R:3:lowdin_charge:R:1
Cl 2.96934 -5.45264 2.51151 0.33 -0.12 -0.04 0.5336
C 2.02694 -4.56750 3.68795 -0.25 -0.12 0.63 -2.0438
Cl 2.81098 -3.03694 4.11207 -0.03 -0.18 -0.12 0.5290
Cl 0.43862 -4.26284 3.01071 -0.22 0.16 -0.08 0.5668
Cl 1.80589 -5.53698 5.19017 0.24 0.21 -0.46 0.4978
C -2.59709 5.64706 -0.39110 0.70 0.16 -0.61 -0.1229
C -2.92739 4.78424 0.66867 -1.19 0.60 1.48 -0.0995
C -4.22260 5.12429 1.05977 0.48 -0.48 -0.97 -0.1287
N -4.69595 6.01110 0.13401 -0.06 0.07 0.81 -0.0034
C -3.70170 6.38077 -0.72658 -0.71 0.03 0.10 -0.1320
H -1.60842 5.79367 -0.79672 -0.08 -0.21 -0.25 0.0910
H -2.31659 4.09368 1.22249 0.16 0.15 -0.20 0.0522
H -4.86454 4.84831 1.87974 0.14 -0.37 -0.03 0.1058
H -5.63889 6.34887 0.16942 0.03 0.28 -0.22 0.1417
H -3.93759 7.14056 -1.45272 0.42 -0.07 -0.16 0.1062
C 1.02970 -1.50218 0.52190 -0.71 -0.61 -0.41 -0.0779
C -0.50107 -1.44278 0.62722 0.19 -0.16 0.45 -0.2566
N -0.90800 -0.44228 1.62148 -0.10 -0.10 -0.19 -0.1774
C -2.20285 -0.77363 2.24642 0.51 -0.22 -0.85 -0.2365
C -2.15124 -2.07265 3.04437 -0.79 0.28 -0.11 -0.1152
C -0.90568 0.88131 1.02510 0.26 0.63 0.49 -0.2520
C -1.15289 1.97989 2.06100 0.37 0.47 -0.29 -0.1037
H 1.36181 -1.60019 1.55316 0.52 0.30 -0.13 0.0526
H 1.46377 -0.67876 -0.04185 0.06 0.30 0.41 0.0575
H 1.32987 -2.39884 -0.03072 -0.05 -0.05 0.10 0.0511
H -0.99930 -1.30209 -0.34354 0.03 0.20 -0.07 0.1104
H -0.83895 -2.41811 0.98551 0.10 0.07 -0.07 0.0781
H -2.51214 0.02461 2.91588 0.09 0.19 -0.07 0.1048
H -2.92228 -0.82578 1.41868 -0.44 -0.11 0.43 0.0976
H -2.20920 -2.94283 2.38865 0.51 -0.10 0.16 0.0412
H -1.30147 -2.08418 3.72110 0.15 -0.15 -0.12 0.0606
H -3.06069 -2.15246 3.64657 0.10 0.09 0.09 0.0565
H -1.58721 1.05953 0.17341 -0.38 -0.53 0.13 0.1129
H 0.07169 1.05264 0.56665 0.16 -0.09 0.25 0.1090
H -0.80765 2.92309 1.62947 -0.08 -0.06 0.04 0.0369
H -0.57013 1.85267 2.97391 0.02 -0.31 -0.03 0.0803
H -2.19636 2.12673 2.34055 -0.07 -0.20 -0.07 0.0585
C -0.39803 7.04985 2.17318 0.01 0.60 1.15 -0.0878
C 0.59796 6.07701 1.56503 -0.11 0.41 -0.92 -0.2653
N 1.52776 5.61193 2.58764 -0.47 0.42 -0.53 -0.1928
C 2.88101 5.41918 2.08907 0.15 -0.64 0.58 -0.2676
C 3.60338 6.60581 1.49705 0.37 0.80 -0.36 -0.0976
C 1.03131 4.41841 3.26979 1.11 0.30 0.73 -0.2569
C 1.68276 4.28931 4.65699 0.13 -0.67 0.17 -0.0861
H 0.17109 7.75037 2.79299 0.19 -0.11 -0.02 0.0708
H -1.05634 6.55403 2.89129 -0.14 -0.11 -0.21 0.0648
H -1.00301 7.72094 1.56131 0.00 -0.64 -0.61 0.0669
H 0.11358 5.26004 1.00416 -0.16 -0.20 0.40 0.0987
H 1.14150 6.57752 0.75617 0.17 0.17 0.34 0.1026
H 3.46244 5.08084 2.94967 0.06 0.01 -0.03 0.1029
H 2.92630 4.57613 1.37594 -0.06 0.03 -0.15 0.1214
H 3.27675 6.89720 0.49596 -0.13 -0.22 0.02 0.0617
H 3.58597 7.53057 2.08056 -0.37 -0.25 0.33 0.0789
H 4.66851 6.37826 1.41056 -0.06 -0.24 -0.09 0.0715
H 1.29514 3.53873 2.66571 -0.23 -0.20 0.06 0.1059
H -0.04572 4.42901 3.41825 -0.10 0.34 -0.35 0.1049
H 2.70118 3.90070 4.59793 0.01 0.03 -0.09 0.0592
H 1.13752 3.57066 5.27580 -0.05 0.00 -0.10 0.0669
H 1.74288 5.21553 5.22696 -0.25 0.22 -0.30 0.0756
C -4.93214 -2.74972 0.97579 0.56 -0.24 0.76 -0.0737
C -5.99593 -1.78282 1.45560 -0.42 0.20 -0.03 -0.2465
N -5.45763 -0.42116 1.53813 0.07 -0.41 0.04 -0.2074
C -5.63385 0.29963 0.29549 0.44 0.37 -0.24 -0.2576
C -4.75028 1.54802 0.18331 -0.46 -0.10 0.32 -0.0794
C -5.88171 0.32534 2.69693 -0.86 1.16 -0.11 -0.2627
C -5.62731 -0.34825 4.04272 0.45 -0.23 -0.25 -0.0750
H -4.10173 -2.77236 1.68925 -0.27 0.15 -0.05 0.0346
H -4.47804 -2.41960 0.04221 -0.26 -0.21 -0.24 0.0725
H -5.27615 -3.78566 0.94637 -0.21 0.11 -0.46 0.0774
H -6.88034 -1.83095 0.80130 0.08 0.17 -0.19 0.1145
H -6.41217 -2.07445 2.42162 0.37 -0.09 0.11 0.1056
H -5.37734 -0.37647 -0.52175 -0.08 -0.09 0.04 0.1087
H -6.67461 0.63381 0.13672 -0.13 -0.29 0.06 0.1162
H -3.79188 1.40225 0.68316 0.03 -0.04 -0.19 0.0467
H -4.60681 1.80344 -0.86567 0.13 0.09 0.04 0.0789
H -5.25078 2.38806 0.66617 0.17 0.12 -0.07 0.0511
H -6.94236 0.64055 2.57824 -0.19 -0.54 0.28 0.1185
H -5.44337 1.32998 2.68551 0.66 -0.34 -0.09 0.1007
H -5.20909 0.34706 4.76950 -0.37 0.14 0.09 0.0726
H -4.84873 -1.10921 3.93872 -0.15 -0.02 -0.13 0.0506
H -6.51903 -0.83591 4.43002 0.03 0.06 0.18 0.0695
C 4.49540 -0.65206 -3.72815 0.11 -0.17 -0.41 -0.0797
C 3.41478 -1.14754 -4.69490 -0.65 0.79 -0.12 -0.2329
N 2.16997 -0.35184 -4.68594 -0.25 -0.72 -0.68 -0.2017
C 2.37784 1.05048 -5.05855 -0.10 -1.02 0.11 -0.2599
C 3.15183 1.23513 -6.36330 -0.20 0.80 0.30 -0.0937
C 1.39403 -0.51271 -3.46142 0.28 0.76 -0.07 -0.2657
C 0.80254 -1.88999 -3.28782 -0.04 -0.62 -0.08 -0.0770
H 4.89139 0.32428 -4.01425 -0.15 0.05 -0.07 0.0661
H 5.34295 -1.33725 -3.77305 -0.02 -0.05 0.30 0.0655
H 4.11571 -0.56354 -2.71124 0.15 -0.19 0.08 0.0635
H 3.75901 -1.10347 -5.72524 0.32 -0.15 0.00 0.0982
H 3.14366 -2.18820 -4.52425 0.11 -0.02 0.20 0.0892
H 2.83839 1.53008 -4.18208 0.12 0.64 -0.36 0.1125
H 1.39517 1.48175 -5.25941 -0.06 0.10 0.44 0.1128
H 4.17910 0.88141 -6.35495 0.02 -0.07 0.04 0.0604
H 3.16743 2.31468 -6.54202 0.24 -0.03 -0.06 0.0727
H 2.61034 0.82060 -7.21276 0.03 -0.33 0.11 0.0791
H 2.04057 -0.20013 -2.62581 -0.28 -0.27 0.41 0.0982
H 0.56574 0.20188 -3.46259 0.10 0.12 -0.21 0.1164
H 0.18817 -1.99083 -2.39109 0.17 0.24 0.13 0.0555
H 0.14522 -2.14493 -4.12197 0.10 0.15 -0.13 0.0860
H 1.56486 -2.66959 -3.24494 0.01 0.05 0.09 0.0395
C 1.65088 -5.14525 -1.81736 -0.37 -0.35 0.95 -0.0789
C 2.62916 -5.47279 -2.94303 0.28 1.07 0.35 -0.2481
N 3.87301 -6.10016 -2.55904 0.78 -0.42 -0.54 -0.2003
C 3.83621 -7.48939 -2.12527 -0.78 0.20 -0.06 -0.2605
C 2.96737 -8.36960 -3.00253 -0.63 -0.07 -0.83 -0.1023
C 4.77453 -5.32041 -1.71584 -1.36 0.02 0.44 -0.2484
C 4.93916 -3.86465 -2.13361 0.66 0.19 0.05 -0.0911
H 1.34649 -6.06874 -1.31290 -0.25 0.03 -0.10 0.0703
H 0.75971 -4.59152 -2.11703 -0.06 -0.34 -0.47 0.0620
H 2.02402 -4.51622 -1.00067 0.62 -0.06 -0.26 0.0533
H 2.14795 -6.06457 -3.71712 -0.05 -0.01 -0.01 0.1073
H 2.92975 -4.52419 -3.39587 -0.23 -0.08 -0.27 0.0789
H 4.86322 -7.85232 -2.10000 0.01 -0.06 0.14 0.1129
H 3.38491 -7.55962 -1.12081 0.40 -0.09 0.27 0.1117
H 3.15783 -8.29089 -4.07806 0.43 0.17 0.13 0.0788
H 3.01746 -9.43395 -2.77358 0.20 0.08 0.33 0.0715
H 1.91450 -8.08332 -2.91881 0.03 -0.08 0.24 0.0634
H 5.70786 -5.87566 -1.64116 0.19 0.19 -0.23 0.1106
H 4.35923 -5.29996 -0.69241 0.19 -0.07 0.21 0.0992
H 4.83490 -3.70745 -3.20681 0.18 -0.12 -0.03 0.0633
H 5.93508 -3.53610 -1.82637 0.04 0.03 -0.20 0.0759
H 4.26926 -3.16451 -1.63161 -0.32 -0.27 -0.03 0.0687
```
Positions in Å, forces in eV/Å.

The LUMO energy comes out at 0.34 eV. The calculated total energy comes out at -3550.7212 a.u. For the HOMO-LUMO gap, the calculation gives 8.35 eV. The charge is 0.